The following is a DFT calculation (ωB97M-V/def2-TZVPD) of 7 unconnected molecules or ions with the total composition C24H64F3N5O8 at a distorted geometry.

Energy relative to the best compared isomer or geometry (same formula, charge and spin) (kJ/mol): 62.43
Total charge: 0

```
104
C24H64F3N5O8 | the OMol25 dataset | ωB97M-V/def2-TZVPD
O 0.364 -0.677 -0.319
H 0.577 -1.248 0.488
H -0.562 -0.231 -0.291
H 1.092 0.053 -0.285
C -2.866 0.012 -1.040
O -3.113 -1.193 -0.299
O -1.849 0.668 -0.500
C -2.760 -0.409 -2.508
F -2.404 0.587 -3.333
F -1.909 -1.422 -2.709
F -3.986 -0.830 -2.917
C -4.454 -1.391 0.079
C -4.608 -2.630 0.964
H -4.794 -2.294 1.986
H -5.477 -3.185 0.620
H -3.696 -3.219 1.026
H -5.133 -1.447 -0.779
H -4.819 -0.506 0.623
H -3.769 0.645 -0.964
C -1.541 1.074 4.662
C -2.065 0.833 3.257
C -3.262 1.699 2.887
O -2.932 3.065 2.811
C -3.485 3.833 3.862
N -0.983 0.913 2.272
H -2.307 0.745 5.368
H -1.328 2.117 4.914
H -0.605 0.541 4.830
H -2.417 -0.209 3.258
H -4.074 1.465 3.597
H -3.722 1.337 1.960
H -4.565 3.993 3.756
H -3.032 4.822 3.767
H -3.261 3.429 4.852
H -1.346 0.860 1.305
H -0.700 1.899 2.244
C 1.183 -2.175 -4.107
C 2.417 -2.922 -3.656
C 2.395 -3.386 -2.211
O 3.621 -3.953 -1.874
C 3.818 -4.092 -0.498
N 2.726 -4.007 -4.596
H 1.087 -1.219 -3.598
H 0.281 -2.789 -4.192
H 1.311 -1.950 -5.174
H 3.270 -2.230 -3.695
H 1.537 -4.073 -2.107
H 2.119 -2.557 -1.541
H 4.079 -3.144 -0.011
H 4.667 -4.763 -0.349
H 2.970 -4.555 0.018
H 3.409 -4.632 -4.164
H 1.930 -4.647 -4.649
C 3.993 0.980 -0.939
C 3.486 1.113 0.480
C 4.177 2.177 1.314
O 3.677 2.110 2.620
C 4.398 2.929 3.532
N 2.025 1.235 0.476
H 3.437 0.159 -1.398
H 5.056 0.759 -1.024
H 3.774 1.865 -1.544
H 3.764 0.187 1.000
H 4.052 3.173 0.860
H 5.253 1.938 1.321
H 5.456 2.663 3.493
H 3.982 2.828 4.531
H 4.205 3.971 3.245
H 1.700 2.052 -0.056
H 1.773 1.439 1.443
C 0.561 1.939 -3.199
C 0.578 3.206 -2.364
C -0.327 4.278 -2.931
O -0.120 4.500 -4.291
C -0.767 5.668 -4.747
N 0.129 2.854 -0.980
H 0.635 2.097 -4.275
H -0.385 1.418 -3.074
H 1.374 1.307 -2.834
H 1.591 3.594 -2.228
H -0.227 5.201 -2.326
H -1.383 4.029 -2.706
H -0.777 5.608 -5.832
H -0.236 6.544 -4.370
H -1.810 5.668 -4.411
H -0.689 2.217 -1.005
H -0.389 3.697 -0.705
C -0.436 -3.089 3.936
C 0.079 -2.944 2.483
C -0.970 -3.237 1.448
O -0.271 -3.430 0.217
C -1.139 -3.902 -0.780
N 0.684 -1.627 2.238
H -0.229 -4.092 4.309
H -1.515 -2.905 3.965
H 0.023 -2.369 4.610
H 0.872 -3.690 2.372
H -1.573 -2.337 1.240
H -1.601 -4.089 1.718
H -1.958 -3.190 -0.961
H -1.720 -4.773 -0.440
H -0.613 -4.076 -1.710
H -0.046 -0.916 2.375
H 1.423 -1.340 2.867
```